Formula: C4H9F
Source: OMol25
Level of theory: ωB97M-V/def2-TZVPD

Output
- energy relative to the best compared isomer or geometry (same formula, charge and spin) (eV) = 2.911
- orbital gap (eV) = 11.8
- structure (SMILES) = CC(C)CF
- total energy (hartree) = -257.56866

ORCA input file:
```
! wB97M-V def2-TZVPD RIJCOSX def2/J DEFGRID3
* xyz 0 1
F -0.05621 0.78470 -1.61792
C 0.21397 0.07752 0.51544
C -0.15381 -0.55295 1.82504
C -0.76237 0.80727 -0.39032
C 0.71710 -1.00758 -0.41644
H 1.17345 0.61792 1.10093
H -1.13162 1.88713 -0.15995
H 1.51768 -0.58297 -1.10472
H -1.63576 0.07334 -0.45801
H -0.82675 0.15591 2.40510
H -0.06024 -1.63356 -0.68251
H 0.88986 -0.72457 2.31396
H -0.92689 -1.43447 1.67387
H 1.41691 -1.36654 0.27028
*
```

---

Formula: C4H9F
Source: OMol25
Level of theory: ωB97M-V/def2-TZVPD

Output
- energy relative to the best compared isomer or geometry (same formula, charge and spin) (eV) = 1.992
- orbital gap (eV) = 12.0
- structure (SMILES) = CCCCF
- total energy (hartree) = -257.60243

ORCA input file:
```
! wB97M-V def2-TZVPD RIJCOSX def2/J DEFGRID3
* xyz 0 1
F 2.04297 -0.86508 -0.56091
C 1.65500 0.04223 0.43880
C 0.44371 0.85653 -0.06902
C -0.71534 0.17672 -0.70578
C -1.32019 -0.83728 0.21153
H -1.29747 0.97707 -0.73997
H -1.02479 -1.82413 -0.01696
H 2.31756 0.78029 0.81887
H -1.10459 -0.61830 1.19425
H -2.48584 -0.66820 0.16265
H 0.83609 1.30030 -0.90722
H 1.24837 -0.55505 1.26415
H -0.48533 -0.12706 -1.78042
H -0.11016 1.36195 0.69003
*
```

---

Formula: C4H9F2NO5PS
Source: OMol25
Level of theory: ωB97M-V/def2-TZVPD

Output
- orbital gap (alpha / beta) (eV) = 4.0 / 7.3
- total energy (hartree) = -1527.95807

ORCA input file:
```
! wB97M-V def2-TZVPD RIJCOSX def2/J DEFGRID3
* xyz -1 3
S 2.08061 -0.93080 0.50393
P -0.83657 0.09476 -2.08048
F 1.79647 -1.89171 -1.90752
F 0.22502 -2.35862 -0.32526
O -1.64452 -0.00071 -0.67656
O -1.33649 -0.79334 -3.10125
O -0.27489 1.40246 -2.32293
O 1.26001 -1.04841 1.69589
O 2.86368 0.27372 0.25940
N 3.29420 -2.15501 0.61578
C -1.17665 0.96558 0.24002
C -1.48225 0.43867 1.62898
C -1.84154 2.35193 -0.08103
C 0.91669 -1.35193 -0.96222
H -1.30115 2.65716 -0.91118
H 2.97685 -3.12863 0.64997
H -1.68840 3.09649 0.83758
H -2.55567 0.34119 1.88756
H -0.13564 0.97347 0.12534
H -1.23012 1.24497 2.41923
H -0.85734 -0.52805 1.74030
H -3.01177 2.25392 -0.04860
H 3.95946 -1.90712 -0.18693
*
```